*a*
Entry from the Open Molecules 2025 dataset: an isolated molecule of C3H9NS2 (ωB97M-V with the def2-TZVPD basis set).

Results
HOMO level: -0.327 hartree
E_LUMO: 0.025 Ha
orbital gap: 9.5741 eV

Each line ends with the natural charge from an NBO analysis.
CARTESIAN COORDINATES (ANGSTROEM)
C1 -2.405 0.175 -1.102  -0.7548
S1 -1.462 0.420 0.466  0.0897
S2 -0.060 -1.085 0.213  0.0712
C2 1.194 -0.330 -0.893  -0.5242
C3 1.860 0.862 -0.189  -0.2343
N1 2.510 0.484 1.058  -0.8378
H1 -1.704 -0.064 -1.882  0.2162
H2 -3.022 0.997 -1.427  0.2273
H3 -3.251 -0.763 -1.158  0.2146
H4 1.872 -1.111 -1.058  0.2243
H5 0.763 -0.146 -1.831  0.2170
H6 2.692 1.232 -0.842  0.1963
H7 0.986 1.668 -0.124  0.1738
H8 1.836 -0.085 1.548  0.3594
H9 2.722 1.278 1.611  0.3613



*b*
Entry from the Open Molecules 2025 dataset: an isolated molecule of C3H9NS2 (ωB97M-V with the def2-TZVPD basis set).

Results
HOMO level: -0.307 hartree
E_LUMO: 0.031 Ha
orbital gap: 9.1820 eV

Each line ends with the natural charge from an NBO analysis.
CARTESIAN COORDINATES (ANGSTROEM)
C1 -2.464 -0.551 0.292  -0.7563
S1 -1.113 0.363 1.131  0.0806
S2 -0.038 1.146 -0.418  0.0606
C2 0.568 -0.469 -1.222  -0.4964
C3 1.463 -1.260 -0.294  -0.2386
N1 2.774 -0.656 -0.101  -0.8580
H1 -2.251 -1.357 -0.405  0.2120
H2 -3.170 -0.906 1.052  0.2319
H3 -2.909 0.237 -0.306  0.2233
H4 1.044 -0.272 -2.180  0.2209
H5 -0.359 -0.995 -1.409  0.2149
H6 1.564 -2.271 -0.718  0.1619
H7 0.994 -1.488 0.665  0.2077
H8 3.335 -1.161 0.560  0.3705
H9 3.241 -0.307 -0.911  0.3650



*c*
Entry from the Open Molecules 2025 dataset: an isolated molecule of C3H9NS2 (ωB97M-V with the def2-TZVPD basis set).

Results
HOMO level: -0.322 hartree
E_LUMO: -0.028 Ha
orbital gap: 7.9958 eV

Each line ends with the natural charge from an NBO analysis.
CARTESIAN COORDINATES (ANGSTROEM)
C1 -2.325 1.911 -0.625  -0.7844
S1 -1.232 1.072 0.526  0.0704
S2 0.225 0.394 -1.279  0.1006
C2 0.396 -1.177 -0.429  -0.5728
C3 1.154 -1.198 0.897  -0.2423
N1 2.417 -0.486 1.079  -0.8205
H1 -1.911 2.821 -1.068  0.2225
H2 -2.515 1.163 -1.419  0.2303
H3 -3.377 2.046 -0.356  0.2387
H4 0.707 -1.799 -1.255  0.2203
H5 -0.615 -1.537 -0.205  0.2307
H6 1.468 -2.233 1.017  0.1955
H7 0.421 -0.959 1.665  0.2011
H8 2.273 0.516 1.259  0.3598
H9 2.914 -0.534 0.191  0.3503



Most stable structure: *b*



*a*
Entry from the Open Molecules 2025 dataset: a cluster of 2 separate species, C3H9NS2 in total (ωB97M-V with the def2-TZVPD basis set).

Results
HOMO level: -0.309 hartree
E_LUMO: 0.019 Ha
orbital gap: 8.9276 eV

Each line ends with the natural charge from an NBO analysis.
CARTESIAN COORDINATES (ANGSTROEM)
C1 -1.013 -1.285 -0.635  -0.5387
C2 -0.492 -1.243 0.589  0.0173
N1 -0.025 -2.332 1.310  -0.8133
H1 -1.017 -2.194 -1.221  0.1928
H2 -1.399 -0.386 -1.091  0.2035
H3 -0.423 -0.306 1.127  0.1875
H4 0.217 -3.156 0.778  0.3732
H5 0.679 -2.128 2.000  0.3762
C3 -0.251 2.438 -0.069  -0.7430
S1 0.947 2.285 -1.422  0.0888
S2 2.317 0.960 -0.611  -0.1489
H6 -0.856 3.315 -0.290  0.2293
H7 -0.891 1.563 -0.031  0.2131
H8 0.277 2.590 0.869  0.2247
H9 1.931 -0.122 -1.303  0.1375



*b*
Entry from the Open Molecules 2025 dataset: a cluster of 4 separate species, C3H9NS2 in total (ωB97M-V with the def2-TZVPD basis set).

Results
HOMO level: -0.292 hartree
E_LUMO: -0.141 Ha
orbital gap: 4.0976 eV

Each line ends with the natural charge from an NBO analysis.
CARTESIAN COORDINATES (ANGSTROEM)
N1 0.734 1.002 1.212  -0.7724
C1 -0.387 0.262 0.765  0.0147
C2 -0.590 -0.225 -0.723  -0.5298
C3 -0.140 -1.175 0.448  -0.3850
S1 -3.574 -0.791 -0.574  -0.1870
S2 2.492 -0.083 -0.782  -0.7335
H1 3.393 0.531 -1.548  0.1337
H2 0.492 1.994 1.395  0.3658
H3 -1.311 0.427 1.325  0.2616
H4 -0.793 1.461 -1.101  0.3904
H5 -0.088 -0.599 -1.629  0.3525
H6 -1.705 -0.382 -0.855  0.1673
H7 -0.873 -1.876 0.840  0.2572
H8 0.829 -1.494 0.769  0.2789
H9 1.521 0.948 0.457  0.3857



*c*
Entry from the Open Molecules 2025 dataset: a cluster of 2 separate species, C3H9NS2 in total (ωB97M-V with the def2-TZVPD basis set).

Results
HOMO level: -0.294 hartree
E_LUMO: 0.014 Ha
orbital gap: 8.4010 eV

Each line ends with the natural charge from an NBO analysis.
CARTESIAN COORDINATES (ANGSTROEM)
C1 -1.967 -0.033 -2.085  -0.5600
C2 -2.494 1.101 -1.599  0.0155
N1 -1.758 2.151 -1.097  -0.8322
H1 -0.886 -0.174 -2.254  0.1883
H2 -2.589 -0.901 -2.165  0.2047
H3 -3.523 1.293 -1.818  0.1948
H4 -0.764 2.084 -1.249  0.3942
H5 -2.170 2.888 -0.554  0.3962
C3 1.433 -2.290 0.214  -0.7546
S1 2.024 -0.782 1.067  0.0633
S2 0.296 0.472 1.173  -0.1252
H6 1.587 -3.188 0.943  0.2273
H7 2.053 -2.521 -0.640  0.2274
H8 0.356 -2.263 -0.086  0.2332
H9 -0.368 -0.638 0.965  0.1271



Most stable structure: *a*